{
  "formula": "C5H5Cl3F2",
  "method": "the ωB97M-V functional and the def2-TZVPD basis",
  "energy_ha": -1773.7300,
  "homo_ev": [-9.34, -7.77],
  "charge": 0,
  "de_lowest_kcal_mol": 22.80,
  "lumo_energy_ev": [0.1, -1.3],
  "species": ["C", "C", "C", "C", "C", "F", "F", "Cl", "Cl", "Cl", "H", "H", "H", "H", "H"],
  "coordinates": [[-0.128, -0.134, -0.915], [-1.156, -0.708, -0.012], [1.104, 0.632, -0.318], [2.193, -0.111, 0.417], [-1.994, 0.096, 0.895], [1.641, 1.323, -1.393], [0.626, 1.629, 0.481], [-1.333, -2.386, 0.011], [2.388, -1.766, -0.018], [3.660, 0.773, 0.577], [0.273, -0.894, -1.584], [-0.602, 0.649, -1.522], [-2.095, -0.398, 1.860], [-3.005, 0.207, 0.489], [-1.573, 1.086, 1.032]],
  "forces_ev_per_a": [[0.627, 0.216, -0.026], [0.853, 0.430, 0.168], [-1.217, 0.436, -0.634], [0.442, -0.235, -1.002], [-0.280, -0.073, 0.009], [0.185, -0.504, 0.220], [0.134, 0.037, 0.457], [-0.127, -0.641, 0.017], [-0.102, 0.307, 0.346], [-0.412, -0.198, 0.339], [-0.121, 0.066, -0.046], [0.140, -0.040, -0.029], [-0.006, 0.058, 0.116], [-0.125, 0.042, 0.013], [0.009, 0.101, 0.053]],
  "lowdin_charge": [-0.17, -0.73, -0.62, -0.97, -0.12, 0.03, 0.06, 0.70, 0.68, 0.68, 0.09, 0.14, 0.08, 0.09, 0.07]
}

=====

{
  "formula": "C11H17N2",
  "method": "the ωB97M-V functional and the def2-TZVPD basis",
  "energy_ha": -538.6039,
  "homo_ev": -11.40,
  "charge": 1,
  "de_lowest_kcal_mol": 23.05,
  "lumo_energy_ev": -2.9,
  "species": ["C", "C", "C", "C", "C", "C", "C", "C", "C", "N", "H", "H", "H", "H", "H", "H", "H", "H", "H", "C", "C", "N", "H", "H", "H", "H", "H", "H", "H", "H"],
  "coordinates": [[0.809, 1.811, -2.623], [1.119, 0.092, 0.709], [0.371, 0.965, -0.172], [1.129, 1.032, -1.391], [2.181, 0.161, -1.298], [-0.032, 0.795, 2.614], [0.956, -0.008, 2.094], [-0.795, 1.625, 1.765], [-0.530, 1.896, 0.442], [2.149, -0.424, -0.055], [-0.144, 0.868, 3.688], [1.657, -0.546, 2.727], [-1.573, 2.192, 2.286], [-0.980, 2.579, -0.255], [2.949, -0.932, 0.280], [2.869, -0.162, -2.063], [0.907, 2.896, -2.445], [-0.173, 1.719, -3.104], [1.547, 1.619, -3.394], [-1.609, -2.430, -0.002], [-3.055, -2.848, -0.112], [-1.251, -1.267, -0.903], [-1.138, -2.155, 0.941], [-1.116, -3.295, -0.486], [-3.521, -3.228, -1.038], [-3.819, -2.102, 0.051], [-1.916, -0.498, -1.024], [-0.371, -0.844, -0.505], [-1.081, -1.462, -1.894], [-3.190, -3.524, 0.742]],
  "forces_ev_per_a": [[0.205, 1.276, -0.330], [0.486, 0.080, -1.197], [1.935, 1.222, 1.830], [-0.541, -0.610, -1.129], [-1.119, 0.111, 0.248], [0.309, -0.358, -0.457], [-0.149, 0.455, -0.052], [-1.062, 1.621, 0.895], [0.494, -2.789, -0.749], [0.456, -0.315, 0.057], [-0.334, -0.113, -0.073], [-0.177, -0.051, -0.175], [0.284, 0.074, -0.303], [-0.551, 0.582, 0.531], [-0.170, -0.148, 0.351], [0.145, 0.158, 0.147], [-0.054, -0.261, 0.149], [0.021, -0.456, 0.449], [0.089, -0.216, -0.114], [-0.081, -0.662, -2.665], [-1.518, 0.288, 1.287], [0.675, 0.546, -0.678], [-0.705, -0.391, 0.264], [0.562, 0.556, 0.732], [1.448, -0.620, 0.041], [0.212, 1.052, 0.734], [-0.246, -0.065, 1.061], [-0.675, 0.143, -0.553], [0.322, -0.775, 0.247], [-0.261, -0.333, -0.545]],
  "lowdin_charge": [-0.05, -0.24, -0.20, -0.25, -0.04, -0.07, -0.02, -0.09, 0.00, 0.07, 0.11, 0.12, 0.11, 0.11, 0.16, 0.13, 0.09, 0.08, 0.08, -0.17, -0.09, 0.17, 0.13, 0.14, 0.10, 0.07, 0.17, 0.10, 0.17, 0.10]
}

=====

{
  "formula": "C24H44Br2NO5RuSi",
  "method": "the ωB97M-V functional and the def2-TZVPD basis",
  "energy_ha": -6903.6767,
  "homo_ev": [-13.96, -13.96],
  "charge": 2,
  "s_squared": 0.76,
  "spin_multiplicity": 2,
  "lumo_energy_ev": [-8.0, -8.3],
  "species": ["Ru", "C", "O", "C", "C", "O", "C", "C", "O", "C", "H", "H", "H", "H", "H", "H", "H", "H", "H", "H", "H", "H", "H", "H", "C", "C", "C", "C", "Si", "Br", "C", "C", "C", "C", "C", "C", "C", "C", "H", "H", "H", "H", "H", "H", "H", "H", "H", "H", "H", "H", "H", "H", "H", "H", "H", "H", "H", "H", "H", "H", "H", "H", "H", "H", "H", "Br", "C", "C", "N", "C", "C", "C", "C", "O", "O", "H", "H", "H"],
  "coordinates": [[1.908, -0.943, 1.185], [3.627, 1.028, -1.052], [3.493, -0.269, -0.452], [4.564, -1.158, -0.771], [4.215, -2.496, -0.180], [3.764, -2.341, 1.164], [4.780, -2.040, 2.128], [4.046, -1.537, 3.327], [3.253, -0.400, 2.977], [3.941, 0.862, 2.921], [3.678, 0.935, -2.137], [4.525, 1.526, -0.685], [2.749, 1.605, -0.774], [5.505, -0.749, -0.394], [4.657, -1.277, -1.854], [5.066, -3.177, -0.235], [3.375, -2.933, -0.719], [5.461, -1.281, 1.736], [5.349, -2.939, 2.370], [4.737, -1.298, 4.136], [3.338, -2.294, 3.665], [4.483, 1.023, 3.852], [3.174, 1.625, 2.813], [4.635, 0.910, 2.080], [-2.027, -2.131, -3.483], [-2.768, -1.363, -2.380], [-2.948, -2.324, -1.193], [-4.143, -0.891, -2.888], [-1.819, 0.230, -1.917], [0.259, -1.121, -0.525], [-0.778, 1.055, -3.288], [0.325, 0.145, -3.855], [-1.746, 1.450, -4.419], [-0.095, 2.323, -2.753], [-2.523, 1.331, -0.536], [-3.289, 0.508, 0.511], [-1.438, 2.123, 0.213], [-3.502, 2.320, -1.203], [-2.554, -3.074, -3.656], [-1.007, -2.381, -3.187], [-2.011, -1.593, -4.430], [-3.587, -3.148, -1.521], [-3.431, -1.868, -0.335], [-1.998, -2.752, -0.876], [-4.682, -1.760, -3.275], [-4.066, -0.165, -3.701], [-4.749, -0.456, -2.092], [-0.070, -0.737, -4.349], [1.023, -0.177, -3.081], [0.885, 0.714, -4.602], [-2.189, 0.583, -4.909], [-1.182, 2.003, -5.175], [-2.553, 2.100, -4.071], [0.557, 2.108, -1.904], [-0.814, 3.089, -2.467], [0.522, 2.744, -3.551], [-2.651, -0.239, 0.989], [-4.162, 0.013, 0.089], [-3.652, 1.188, 1.288], [-0.678, 1.475, 0.651], [-1.923, 2.671, 1.026], [-0.945, 2.858, -0.416], [-4.320, 1.810, -1.717], [-3.008, 2.980, -1.918], [-3.942, 2.947, -0.424], [-3.650, 2.582, 4.807], [-2.350, 1.245, 5.035], [-2.263, 0.530, 6.230], [-1.394, -0.461, 6.390], [-0.569, -0.794, 5.412], [-0.563, -0.093, 4.207], [-1.475, 0.939, 4.018], [0.374, -0.422, 3.129], [0.749, 0.485, 2.319], [0.805, -1.591, 2.944], [-2.906, 0.760, 7.070], [0.097, -1.630, 5.586], [-1.497, 1.482, 3.082]],
  "forces_ev_per_a": [[0.966, 1.203, 4.028], [-0.090, 0.117, -0.013], [-0.797, 0.036, 0.496], [0.094, -0.038, -0.123], [0.084, -0.118, -0.350], [-1.012, -0.147, -0.260], [0.182, 0.200, 0.039], [0.064, -0.243, 0.330], [-0.490, -0.080, -0.892], [0.092, 0.157, -0.031], [-0.022, -0.040, 0.002], [0.016, -0.043, 0.027], [-0.006, -0.003, 0.002], [-0.031, 0.025, 0.043], [-0.031, 0.136, -0.025], [-0.021, -0.044, 0.086], [0.026, -0.077, 0.009], [0.014, -0.029, -0.040], [-0.060, -0.077, -0.102], [-0.076, 0.116, 0.032], [-0.001, 0.037, 0.099], [-0.035, -0.066, 0.029], [-0.012, -0.006, -0.006], [-0.004, -0.068, -0.002], [-0.205, -0.056, -0.011], [0.576, 0.104, 0.340], [-0.136, -0.039, -0.108], [0.015, 0.114, 0.018], [-0.400, 0.033, -0.245], [-0.255, -0.215, -0.368], [0.251, -0.081, 0.395], [-0.085, 0.018, -0.061], [-0.130, -0.089, 0.072], [-0.026, 0.004, -0.154], [0.254, -0.134, 0.180], [-0.035, 0.035, -0.079], [-0.034, 0.048, -0.054], [0.035, -0.069, -0.197], [-0.013, 0.021, -0.022], [-0.002, -0.021, -0.054], [0.052, -0.014, 0.005], [0.031, -0.011, -0.014], [0.008, -0.030, 0.018], [-0.039, -0.037, 0.015], [0.009, 0.003, 0.003], [-0.045, -0.027, -0.005], [-0.014, -0.021, -0.017], [0.053, -0.002, -0.013], [0.043, 0.022, -0.042], [-0.005, 0.006, 0.010], [0.008, 0.019, -0.011], [-0.002, 0.005, 0.010], [0.006, 0.011, -0.044], [-0.007, 0.034, -0.001], [0.039, 0.016, 0.033], [-0.006, 0.002, 0.005], [-0.038, -0.005, 0.025], [0.005, -0.027, 0.045], [0.014, 0.007, -0.006], [-0.028, 0.006, 0.020], [0.001, 0.001, -0.009], [0.005, 0.028, 0.042], [-0.015, 0.044, 0.017], [-0.014, 0.018, 0.033], [0.008, -0.011, 0.004], [0.034, 0.005, 0.016], [-0.092, -0.039, 0.111], [0.210, -0.055, -0.276], [0.004, -0.229, 0.410], [-0.229, 0.204, -0.168], [0.168, -0.096, 0.042], [0.069, 0.180, -0.169], [-0.784, 0.194, 0.756], [0.881, -0.614, -1.974], [1.012, -0.267, -1.912], [-0.041, 0.001, -0.027], [0.038, 0.031, 0.013], [-0.004, 0.026, 0.027]],
  "lowdin_charge": [1.21, -0.04, -0.33, -0.17, -0.14, -0.23, -0.13, -0.14, -0.29, -0.02, 0.11, 0.11, 0.09, 0.14, 0.15, 0.16, 0.14, 0.13, 0.16, 0.15, 0.14, 0.11, 0.10, 0.09, -0.09, -0.63, -0.10, -0.06, 0.91, 0.48, -0.62, -0.10, -0.06, -0.09, -0.61, -0.09, -0.09, -0.06, 0.10, 0.07, 0.08, 0.10, 0.06, 0.04, 0.11, 0.08, 0.08, 0.06, 0.03, 0.10, 0.08, 0.11, 0.08, 0.06, 0.08, 0.10, 0.08, 0.08, 0.09, 0.03, 0.09, 0.06, 0.08, 0.08, 0.11, 0.81, -0.65, -0.13, 0.10, -0.05, -0.12, -0.05, -0.56, -0.08, -0.02, 0.12, 0.13, 0.10]
}

=====

{
  "formula": "C4H10OS",
  "method": "the ωB97M-V functional and the def2-TZVPD basis",
  "energy_ha": -631.7997,
  "homo_ev": -8.83,
  "smiles": "OCCCCS",
  "charge": 0,
  "de_lowest_kcal_mol": 15.68,
  "lumo_energy_ev": 0.8,
  "species": ["O", "C", "C", "C", "C", "S", "H", "H", "H", "H", "H", "H", "H", "H", "H", "H"],
  "coordinates": [[1.549, 0.855, 1.814], [2.343, 0.906, 0.608], [1.451, 0.686, -0.612], [0.394, -0.396, -0.383], [-1.027, 0.117, -0.791], [-2.292, -1.157, -0.491], [1.977, 1.395, 2.491], [2.934, -0.011, 0.728], [2.975, 1.786, 0.522], [1.014, 1.654, -0.879], [2.054, 0.396, -1.471], [0.643, -1.333, -0.847], [0.248, -0.568, 0.683], [-0.897, 0.229, -1.856], [-1.210, 1.020, -0.224], [-3.058, -0.383, 0.287]],
  "forces_ev_per_a": [[-0.027, 1.186, -0.033], [-0.232, -2.015, 0.440], [0.033, 0.354, 0.056], [-1.400, 1.036, 1.340], [1.795, -1.401, -0.378], [-0.082, 0.348, 0.130], [-0.126, -0.169, -0.225], [0.663, 0.376, -0.458], [-0.050, 0.117, 0.100], [-0.321, -0.131, 0.009], [0.302, 0.137, 0.049], [0.031, -0.391, -0.366], [0.579, -0.279, 0.047], [-0.796, 0.792, -0.415], [-0.286, 0.191, -0.287], [-0.082, -0.152, -0.008]],
  "lowdin_charge": [-0.10, -0.24, -0.20, -0.28, -0.57, 0.69, 0.08, 0.11, 0.11, 0.11, 0.11, 0.10, 0.09, 0.06, 0.08, -0.16]
}

=====

{
  "formula": "CH3NO3S",
  "method": "the ωB97M-V functional and the def2-TZVPD basis",
  "energy_ha": -718.3056,
  "homo_ev": [-9.86, -9.86],
  "charge": 0,
  "de_lowest_kcal_mol": 166.60,
  "lumo_energy_ev": [-2.4, -2.4],
  "species": ["C", "N", "O", "O", "O", "S", "H", "H", "H"],
  "coordinates": [[0.104, 1.541, 0.420], [-1.393, -0.961, -0.256], [2.256, 0.030, -0.688], [0.864, -0.911, 1.247], [-0.336, -0.380, -0.889], [1.065, 0.021, 0.196], [0.696, 2.180, -0.285], [-1.028, -1.097, 0.689], [-2.228, -0.424, -0.434]],
  "forces_ev_per_a": [[1.135, -1.287, -0.994], [0.582, -1.160, 0.251], [-2.901, -0.169, 2.185], [0.515, -0.485, 0.724], [1.967, 1.993, -0.205], [0.342, 0.956, -2.946], [-0.424, -0.035, 0.124], [-1.274, -0.205, 0.255], [0.057, 0.392, 0.607]],
  "lowdin_charge": [0.09, 0.00, -0.30, -0.30, -0.29, 0.65, -0.01, 0.07, 0.10]
}

=====

{
  "formula": "C19H13Cl2N3O2S2",
  "method": "the ωB97M-V functional and the def2-TZVPD basis",
  "energy_ha": -2763.4148,
  "homo_ev": -8.55,
  "smiles": "O=C(NC(=S)Nc1cccc(NC(=O)c2ccc(Cl)cc2Cl)c1)c1cccs1",
  "charge": 0,
  "lumo_energy_ev": -0.5,
  "species": ["O", "C", "N", "C", "S", "N", "C", "C", "C", "C", "C", "N", "C", "O", "C", "C", "C", "C", "Cl", "C", "C", "Cl", "C", "C", "C", "C", "C", "S", "H", "H", "H", "H", "H", "H", "H", "H", "H", "H", "H", "H", "H"],
  "coordinates": [[-0.309, 1.067, -1.456], [-0.633, 0.380, -2.417], [-1.623, -0.571, -2.359], [-2.287, -1.049, -1.232], [-3.250, -2.367, -1.452], [-2.048, -0.372, -0.101], [-2.245, -0.721, 1.231], [-3.125, -1.694, 1.691], [-3.167, -1.974, 3.047], [-2.315, -1.349, 3.939], [-1.423, -0.382, 3.476], [-0.496, 0.196, 4.353], [0.811, 0.509, 4.110], [1.514, 0.982, 4.973], [1.305, 0.173, 2.731], [1.342, -1.152, 2.310], [1.740, -1.480, 1.028], [2.105, -0.466, 0.155], [2.538, -0.859, -1.466], [2.116, 0.859, 0.556], [1.723, 1.169, 1.850], [1.682, 2.818, 2.344], [-1.448, -0.026, 2.138], [0.022, 0.521, -3.707], [-0.146, -0.137, -4.902], [0.737, 0.317, -5.893], [1.561, 1.307, -5.443], [1.281, 1.706, -3.808], [-1.838, -1.095, -3.198], [-1.383, 0.402, -0.234], [-3.762, -2.226, 1.006], [-3.861, -2.717, 3.408], [-2.328, -1.612, 4.986], [-0.773, 0.282, 5.324], [1.040, -1.933, 2.992], [1.753, -2.508, 0.703], [2.396, 1.641, -0.129], [-0.827, 0.776, 1.776], [-0.867, -0.916, -5.077], [0.762, -0.071, -6.895], [2.324, 1.823, -5.992]],
  "forces_ev_per_a": [[0.071, 0.104, -0.090], [-0.257, -0.119, 0.273], [0.216, 0.290, -0.139], [-0.258, -0.249, 0.202], [-0.221, -0.333, -0.109], [0.517, 0.653, -0.709], [-0.211, -0.333, 0.666], [-0.095, -0.040, -0.145], [0.103, 0.119, 0.089], [0.098, 0.062, 0.009], [-0.401, -0.158, -0.428], [-0.319, 0.070, 0.503], [0.107, -0.066, -0.044], [0.164, 0.050, 0.026], [0.471, 0.119, -0.069], [0.150, 0.199, -0.014], [0.027, 0.031, -0.012], [-0.101, 0.065, 0.358], [0.114, -0.096, -0.244], [-0.043, -0.037, 0.086], [-0.017, -0.450, 0.107], [-0.023, 0.250, -0.045], [-0.294, -0.056, 0.027], [0.570, 0.382, -0.509], [-0.070, 0.160, 0.550], [0.204, 0.121, -0.186], [-0.100, 0.046, 0.332], [-0.341, -0.384, -0.305], [-0.009, 0.049, 0.233], [-0.210, -0.264, -0.022], [0.001, 0.031, -0.003], [-0.062, -0.070, 0.032], [0.036, -0.047, 0.125], [0.146, 0.040, -0.125], [-0.091, -0.078, 0.061], [0.011, -0.084, -0.059], [0.019, 0.065, -0.069], [0.063, 0.062, -0.049], [-0.144, -0.152, 0.001], [0.024, -0.046, -0.166], [0.155, 0.093, -0.141]],
  "lowdin_charge": [0.02, -0.48, 0.09, -0.80, 0.69, 0.10, -0.21, -0.04, -0.07, -0.03, -0.24, 0.15, -0.47, 0.08, -0.20, -0.02, -0.08, -0.66, 0.73, -0.12, -0.61, 0.76, 0.04, -0.45, -0.10, -0.17, -0.39, 1.08, 0.10, 0.11, 0.04, 0.11, 0.11, 0.16, 0.13, 0.11, 0.11, 0.12, 0.11, 0.11, 0.07]
}

=====

- The highest charge belongs to which entry?
  C24H44Br2NO5RuSi

=====

- Which formula does entry 4 have?
  C4H10OS

=====

- Among the records above, which one has the highest charge?
  C24H44Br2NO5RuSi

=====

- Which of these has the highest charge?
  C24H44Br2NO5RuSi